Record 1
Below is C12H11Cl3NiO2 as an isolated structure at a distorted geometry, with properties calculated with the ωB97M-V functional and the def2-TZVPD basis.

Last column: Mulliken spin population.
CARTESIAN COORDINATES (ANGSTROEM)
Ni: -0.218 0.694 0.658  1.672
Cl: -0.968 2.797 1.076  0.069
Cl: -2.560 -3.619 -0.375  0.000
Cl: -2.095 -2.968 2.474  0.001
O: -3.198 -0.226 0.360  0.001
O: -1.059 -1.029 0.331  0.031
C: 1.295 0.941 2.248  0.026
C: 1.961 -0.919 0.987  0.062
C: 2.587 0.238 0.443  0.040
C: -2.324 -1.055 0.509  -0.003
C: -1.119 0.927 -1.878  0.017
C: 1.139 1.397 -2.110  -0.007
C: 1.154 -0.502 2.105  0.014
C: -0.420 -0.284 -2.206  0.001
C: 0.966 0.009 -2.322  0.031
C: 2.157 1.386 1.175  0.041
C: -2.863 -2.478 0.959  0.005
C: -0.146 1.979 -1.872  0.022
H: -0.899 -1.255 -2.421  -0.002
H: 2.086 -1.937 0.655  0.001
H: 0.576 -1.152 2.770  -0.008
H: 2.474 2.407 1.010  -0.001
H: -3.918 -2.462 1.143  0.000
H: 3.371 0.220 -0.316  0.002
H: 0.803 1.554 3.008  -0.007
H: -0.378 3.041 -1.772  -0.001
H: -2.200 1.049 -1.796  -0.004
H: 1.737 -0.712 -2.609  -0.001
H: 2.062 1.957 -2.233  -0.001

Its multiplicity is 3. The LUMO energy (alpha / beta) is 4.85 / 4.85 eV. For the HOMO energy (alpha / beta), the calculation gives 0.13 / 0.18 eV. Its total charge is -2. For the gap between HOMO and LUMO (alpha / beta), the calculation gives 4.725 / 4.675 eV.



Record 2
Below is one molecule with the formula C3H4N4O at a distorted geometry, with properties calculated with the ωB97M-V functional and the def2-TZVPD basis.

Last column: Löwdin charge in e.
CARTESIAN COORDINATES (ANGSTROEM)
O: 1.432 1.856 -0.191  0.043
N: -1.994 0.699 -0.053  0.049
N: -0.782 1.356 0.087  0.035
N: 1.752 -1.151 -0.051  0.133
N: -0.599 -1.187 -0.183  0.109
C: 0.484 -0.556 -0.052  -0.312
C: -1.852 -0.608 -0.111  -0.194
C: 0.561 0.981 -0.116  -0.368
H: 2.597 -0.564 0.359  0.162
H: 2.004 -2.038 0.208  0.048
H: -0.777 2.408 0.139  0.168
H: -2.826 -1.196 -0.036  0.127

Its SMILES is Nc1ncn[nH]c1=O. The LUMO energy is 0.38 eV. For the HOMO energy, the calculation gives -9.15 eV. For the gap between HOMO and LUMO, the calculation gives 9.526 eV.



Record 3
Below is C5H10N2S as an isolated structure at a distorted geometry, with properties calculated with the ωB97M-V functional and the def2-TZVPD basis.

Last column: Löwdin charge in e.
CARTESIAN COORDINATES (ANGSTROEM)
S: -2.523 -0.010 -0.062  0.841
N: 3.387 -0.305 0.272  -0.006
N: 1.018 -0.028 -0.153  -0.247
C: 1.260 1.289 -0.660  -0.125
C: -0.244 -0.560 0.329  -0.376
C: 2.118 -0.745 0.207  -0.353
C: -1.163 0.594 1.104  -0.315
C: -1.164 -0.656 -0.824  -0.558
H: -0.138 -1.460 0.847  0.116
H: 1.013 2.071 0.219  0.104
H: 2.097 -1.979 0.195  0.169
H: 3.015 1.047 0.298  0.130
H: 0.437 1.335 -1.722  0.170
H: -0.906 0.004 -1.513  -0.006
H: -0.523 1.498 0.757  0.041
H: -1.378 -1.676 -1.141  0.096
H: -1.579 0.832 2.286  0.138
H: 2.654 1.284 -1.003  0.181

The LUMO energy is 0.58 eV. For the HOMO energy, the calculation gives -8.67 eV. For the gap between HOMO and LUMO, the calculation gives 9.254 eV.



Record 4
Below is C17H20BIrN8O as an isolated structure at a distorted geometry, with properties calculated with the ωB97M-V functional and the def2-TZVPD basis.

Last column: Löwdin charge in e.
CARTESIAN COORDINATES (ANGSTROEM)
Ir: -0.091 0.427 -0.729  1.457
O: 2.028 0.476 -1.619  -0.080
N: 0.298 -1.807 -1.122  -0.030
N: 0.558 1.836 0.872  -0.065
N: 3.263 -1.154 -0.652  0.113
N: -0.420 2.365 1.626  -0.024
N: -1.241 -0.489 1.033  -0.023
N: -1.960 0.393 1.747  -0.022
N: -1.828 1.660 -1.013  -0.101
N: -2.371 2.212 0.090  -0.024
C: 1.690 2.491 1.125  -0.095
C: 1.183 -3.830 -0.249  0.020
C: 1.444 3.477 2.072  0.002
C: 2.253 -1.594 0.295  -0.091
C: -0.584 -2.497 -1.837  -0.103
C: 0.086 3.355 2.361  -0.011
C: 0.232 -4.553 -0.954  -0.001
C: -2.732 -0.265 2.615  -0.012
C: -3.484 2.995 -1.655  -0.002
C: -1.553 -1.716 1.460  -0.095
C: -0.637 -3.881 -1.799  -0.003
C: -3.369 3.019 -0.268  -0.015
C: -2.493 2.124 -2.076  -0.088
C: -2.504 -1.628 2.467  0.001
C: 4.262 0.198 -2.379  0.048
C: 1.203 -2.448 -0.380  -0.274
C: 3.087 -0.158 -1.526  -0.486
B: -1.888 1.914 1.524  -0.486
H: -4.186 3.528 -2.260  0.117
H: -2.965 -2.433 3.002  0.117
H: 1.763 -0.704 0.725  0.101
H: -2.549 2.487 2.306  0.132
H: 2.142 4.180 2.474  0.115
H: 4.145 -1.648 -0.652  0.167
H: 4.054 -0.061 -3.415  0.111
H: -1.358 -4.409 -2.403  0.128
H: 4.401 1.276 -2.351  0.108
H: 5.174 -0.299 -2.064  0.097
H: -3.938 3.558 0.461  0.140
H: -0.518 3.911 3.046  0.140
H: -1.265 -1.921 -2.449  0.123
H: 2.743 -2.147 1.095  0.146
H: -1.104 -2.599 1.054  0.104
H: 2.602 2.237 0.624  0.115
H: 0.174 -5.625 -0.849  0.132
H: -3.382 0.245 3.295  0.142
H: 1.885 -4.316 0.410  0.133
H: -2.247 1.819 -3.075  0.124

The LUMO energy (alpha / beta) is -8.40 / -8.38 eV. For the HOMO energy (alpha / beta), the calculation gives -15.26 / -15.26 eV. Its total charge is +2. For the gap between HOMO and LUMO (alpha / beta), the calculation gives 6.867 / 6.876 eV.